85
Properties=species:S:1:pos:R:3:forces:R:3 method="wB97M-V/def2-TZVPD" spin_multiplicity=4 e_tot_ha=-4287.2539 s2=3.853 e_homo_ev="-7.929 / -8.107" de_lowest_kj_mol=0.0
Mn 0.483877 0.628481 0.032052 -0.86 -1.11 0.17
C -4.098258 -2.117666 -4.329275 0.07 0.06 0.07
C -3.101099 -1.823597 -3.235279 -0.06 -0.02 -0.06
C -3.298208 -2.253549 -1.930220 -0.09 -0.04 0.05
C -2.382904 -1.963329 -0.937152 -0.09 -0.09 0.21
C -1.223067 -1.238308 -1.204379 0.14 -0.09 0.08
N -0.319465 -1.002142 -0.138730 0.08 0.73 0.00
C -0.094383 -1.972050 0.862798 -0.02 0.01 -0.20
C 0.039247 -3.298128 0.450831 0.00 -0.14 -0.15
C 0.227289 -4.317178 1.358192 0.03 -0.09 -0.03
C 0.316448 -4.049048 2.720338 0.00 -0.06 0.09
C 0.552809 -5.148758 3.725821 0.02 0.09 -0.06
C 0.219826 -2.727003 3.121394 0.05 0.01 -0.02
C 0.031337 -1.679253 2.219701 -0.01 0.12 0.24
C -0.058439 -0.244043 2.749630 0.11 -0.02 0.00
O 0.079732 0.732202 1.791007 0.18 0.12 0.02
C -1.468403 -0.024626 3.373906 0.19 0.06 -0.11
F -1.567562 1.194503 3.923143 -0.05 -0.05 0.00
F -2.391715 -0.112615 2.403906 -0.02 0.02 0.01
F -1.784502 -0.922852 4.309618 -0.02 -0.01 0.04
C 1.055233 0.041180 3.819519 -0.17 -0.03 -0.08
F 0.741542 -0.445581 5.035735 0.04 -0.02 0.00
F 2.216121 -0.504469 3.449467 0.01 0.00 0.02
F 1.251567 1.351637 3.962877 -0.02 0.01 0.01
C -1.030763 -0.765699 -2.507249 0.16 0.09 -0.18
C -1.959585 -1.078818 -3.494315 0.02 0.03 -0.03
C 0.202102 0.091800 -2.799374 -0.02 0.09 0.05
O 0.458946 0.940302 -1.738357 0.38 0.00 -0.15
C 0.005067 1.077526 -3.996613 0.03 -0.09 0.17
F -0.059135 0.484785 -5.195337 -0.02 -0.04 -0.06
F -1.131139 1.770652 -3.826850 -0.05 0.02 0.02
F 1.003879 1.959662 -4.046925 0.01 0.01 -0.01
C 1.422594 -0.837648 -3.091735 -0.12 0.23 0.02
F 1.203258 -1.574900 -4.190598 0.04 -0.02 -0.04
F 2.547023 -0.139420 -3.274116 -0.04 -0.06 -0.02
F 1.626479 -1.687354 -2.083274 0.04 -0.07 0.02
H -4.745668 -2.951727 -4.057728 0.03 0.02 0.00
H -3.593576 -2.366817 -5.264072 -0.01 0.00 0.03
H -4.735803 -1.250329 -4.522206 0.03 -0.04 0.02
H -4.189024 -2.820022 -1.677924 0.05 0.02 -0.01
H -2.561344 -2.303284 0.076473 0.01 0.01 -0.06
H -0.017558 -3.512977 -0.610035 0.00 -0.01 0.07
H 0.320563 -5.337932 1.002738 -0.01 0.04 0.00
H 0.096895 -6.084726 3.401290 0.00 0.03 0.00
H 0.139487 -4.884871 4.700000 0.01 -0.01 -0.03
H 1.622997 -5.331192 3.858749 -0.05 0.02 -0.01
H 0.305009 -2.509421 4.176792 -0.02 0.03 0.01
H -1.798428 -0.734404 -4.506260 0.02 0.01 0.01
C -4.361892 2.919757 1.676097 0.09 0.07 0.00
C -2.916432 3.413430 1.543748 -0.12 -0.20 0.00
Sb -1.900688 2.413244 -0.071386 0.05 0.40 -0.02
C -2.724297 3.651919 -1.635085 -0.14 -0.21 -0.01
C -3.898474 2.971097 -2.347759 0.06 0.13 0.02
C -0.000494 3.490777 0.104545 -0.20 0.04 0.06
C -0.150743 4.986535 0.386357 0.00 -0.08 -0.02
H -4.874744 3.422885 2.499167 0.01 -0.01 -0.02
H -4.402419 1.844988 1.867954 0.02 0.05 0.00
H -4.937745 3.116070 0.766073 0.05 -0.02 0.06
H -2.354862 3.245558 2.464653 -0.02 -0.02 -0.05
H -2.884894 4.480395 1.317982 0.00 -0.01 0.02
H -1.923097 3.888992 -2.335866 0.00 -0.02 0.00
H -3.040777 4.580103 -1.155063 0.02 0.01 -0.04
H -3.587621 2.044993 -2.833845 0.03 0.00 0.02
H -4.322923 3.624024 -3.115035 0.01 -0.03 0.02
H -4.702989 2.720733 -1.651452 0.04 0.01 -0.02
H 0.530761 3.336227 -0.835490 0.05 -0.02 -0.04
H 0.575382 3.033378 0.919331 0.05 0.00 -0.03
H -0.721331 5.476255 -0.403949 -0.01 0.02 0.00
H 0.825656 5.471763 0.441119 0.00 0.01 0.00
H -0.662868 5.165687 1.331190 0.01 0.01 0.01
C 5.562312 -1.868023 1.673714 -0.03 -0.14 0.13
Si 5.263863 -0.489745 0.464662 -0.02 0.06 0.00
C 6.028416 1.090579 1.078160 0.07 0.16 0.05
C 5.874104 -0.931872 -1.232769 0.06 -0.04 -0.18
C 3.453043 -0.175414 0.337398 0.12 -0.08 0.05
C 2.273983 0.085462 0.234459 -0.23 0.16 -0.11
H 6.636244 -2.017821 1.819493 -0.06 -0.01 0.00
H 5.130378 -2.808277 1.320463 0.02 0.06 0.03
H 5.114651 -1.631416 2.643015 0.04 -0.03 -0.05
H 7.114298 0.994482 1.175621 -0.08 0.02 0.00
H 5.617010 1.351546 2.057773 0.05 0.01 -0.07
H 5.816358 1.914820 0.390895 0.03 -0.05 0.07
H 6.965883 -1.002437 -1.250941 -0.06 -0.01 -0.02
H 5.564663 -0.174774 -1.958756 0.04 -0.06 0.03
H 5.462961 -1.892888 -1.554444 0.03 0.07 0.00

***

80
Properties=species:S:1:pos:R:3:forces:R:3 method="wB97M-V/def2-TZVPD" spin_multiplicity=3 total_charge=+1 e_tot_ha=-2353.4534 s2=2.021 e_homo_ev="-9.832 / -10.647" de_lowest_kj_mol=77.2
Mo 0.259253 0.862787 0.067587 1.16 -0.67 -0.14
O -0.602286 2.521684 0.026479 -1.64 1.64 -0.63
C -0.825672 3.569264 0.786486 0.10 0.24 0.78
C -1.171305 4.802969 0.221849 0.07 -0.21 -0.21
C -1.312830 5.915003 1.020588 0.00 -0.07 0.13
C -1.148524 5.828866 2.407302 -0.05 0.18 -0.03
C -0.883339 4.611529 2.981370 0.00 -0.22 0.04
C -0.717863 3.462532 2.189370 -0.04 0.35 -0.46
C -0.476629 2.196855 2.804081 0.02 -0.37 -0.03
N -0.159909 1.104872 2.203737 -0.28 0.14 0.56
C 0.027951 -0.070415 3.036826 0.05 -0.30 0.04
C 1.214832 -0.812010 2.455837 0.13 0.28 0.29
N 0.955415 -0.884572 1.023080 0.44 -1.39 0.40
C 1.264853 -1.995629 0.436586 -0.18 0.16 0.23
C 0.850871 -2.364878 -0.874332 -0.18 0.05 -0.38
C 1.450410 -3.441507 -1.546895 -0.01 0.06 0.06
C 0.973416 -3.860372 -2.765048 0.10 -0.15 -0.08
C -0.151562 -3.234039 -3.315000 -0.04 0.10 0.14
C -0.775544 -2.192145 -2.663269 -0.07 0.02 -0.08
C -0.279269 -1.708380 -1.437948 0.24 -0.14 0.19
O -0.856335 -0.715729 -0.825608 -0.27 0.22 0.17
H -1.297119 4.858824 -0.852060 0.04 0.03 0.01
H -1.554764 6.867875 0.568572 0.01 0.00 -0.01
H -1.241577 6.716560 3.017351 -0.04 -0.03 0.02
H -0.792446 4.520442 4.057616 0.01 0.01 0.00
H -0.576532 2.165900 3.888774 0.01 0.02 0.02
H -0.862647 -0.703011 2.976395 -0.03 0.06 -0.03
H 0.197481 0.199513 4.080151 -0.02 0.00 0.00
H 1.317972 -1.804054 2.896406 -0.01 -0.02 -0.06
H 2.131090 -0.245893 2.643693 0.00 0.02 -0.06
H 1.833413 -2.734005 1.001774 -0.03 -0.02 0.05
H 2.308827 -3.924707 -1.093386 -0.02 -0.04 -0.02
H 1.449612 -4.676950 -3.290257 0.00 0.01 0.02
H -0.543991 -3.575357 -4.264584 0.02 0.00 -0.01
H -1.643984 -1.702818 -3.088508 0.00 -0.01 0.01
C 5.221973 -1.401796 1.694957 0.02 0.15 -0.08
C 5.556588 -0.024361 1.127295 -0.14 -0.18 0.07
N 4.495216 0.945252 1.354969 0.06 -0.11 -0.07
C 3.375791 1.004246 0.615613 -0.43 0.61 0.14
S 2.230347 2.280602 0.973946 -0.08 -0.30 -0.21
N 3.176890 0.152013 -0.342912 0.64 -0.71 0.06
N 2.004174 0.377758 -1.014342 0.68 0.38 -0.98
C 2.099301 0.425827 -2.312035 0.45 -0.28 0.84
C 3.355262 0.140756 -3.057707 -0.05 0.07 -0.02
C 0.889743 0.866297 -2.957989 -0.77 0.24 -0.41
C 0.700374 0.955832 -4.335715 0.37 -0.16 0.24
C -0.507429 1.412705 -4.815741 -0.28 0.11 0.11
C -1.507062 1.749346 -3.907004 0.18 -0.08 -0.29
C -1.240453 1.647774 -2.557884 -0.12 0.08 0.27
N -0.059573 1.245933 -2.089880 0.05 0.11 -0.61
H 6.064236 -2.078896 1.551598 -0.03 -0.03 0.02
H 5.003062 -1.335380 2.761251 0.02 -0.03 0.01
H 4.354650 -1.811665 1.177105 -0.01 -0.03 0.02
H 6.460006 0.364396 1.593489 0.02 0.05 -0.06
H 5.722048 -0.105411 0.052018 0.08 0.06 0.01
H 4.603196 1.661166 2.050519 0.04 0.00 0.04
H 4.137795 -0.142001 -2.363606 0.01 -0.02 -0.05
H 3.194911 -0.666110 -3.775423 -0.05 0.01 -0.02
H 3.666000 1.030087 -3.610181 0.01 -0.02 -0.03
H 1.501938 0.665387 -5.000493 -0.03 0.00 -0.02
H -0.680078 1.506991 -5.879125 0.01 -0.04 -0.01
H -2.474492 2.089062 -4.247252 -0.01 0.03 0.05
H -1.979679 1.901296 -1.809293 0.02 0.02 0.00
O -4.609952 0.351914 1.641476 -0.27 -0.02 -0.02
C -3.540052 -0.083796 1.009174 0.22 -0.33 -0.36
O -2.501485 0.533939 0.981392 -0.20 0.14 0.18
C -3.715286 -1.448046 0.307796 0.03 0.11 0.16
N -5.084898 -1.950459 0.521041 0.05 0.09 -0.01
C -5.029261 -3.213474 1.287366 0.02 0.05 0.14
C -3.681577 -3.144468 1.998841 -0.01 0.01 -0.15
C -2.790560 -2.500245 0.935134 0.01 -0.01 0.09
H -3.469870 -1.285966 -0.741965 -0.05 0.01 -0.01
H -5.606046 -2.053667 -0.337449 0.05 0.05 -0.02
H -5.296051 -0.337326 1.445912 0.02 0.00 0.11
H -5.058920 -4.086816 0.629445 -0.02 0.02 -0.03
H -5.870453 -3.271382 1.977330 0.00 -0.05 -0.02
H -3.331820 -4.127114 2.308251 0.01 0.01 0.05
H -3.750714 -2.505434 2.882280 0.00 -0.01 0.01
H -2.513522 -3.240320 0.182231 0.01 0.01 -0.03
H -1.875538 -2.053449 1.320547 0.00 0.00 -0.03